This record from the Open Molecules 2025 dataset describes 3 unconnected molecules or ions with the total composition C3H10NO4 at a distorted geometry. The level of theory is ωB97M-V/def2-TZVPD.

Geometry as XYZ:
```
18
Properties=species:S:1:pos:R:3:nbo_charge:R:1
O -0.77 0.92 -1.11 -0.377
C -0.30 0.40 -0.09 0.729
O 0.63 0.84 0.55 -0.631
C -0.77 -1.03 0.28 -0.126
C -1.12 -2.06 -0.82 -0.645
N -1.70 -1.08 1.36 -0.653
H 0.15 -1.46 0.73 0.258
H -0.24 -2.06 -1.54 0.230
H -0.98 -3.15 -0.52 0.252
H -2.08 -1.82 -1.48 0.235
H -1.37 -0.69 2.16 0.384
H -2.56 -0.74 0.99 0.372
H 2.85 0.79 1.78 0.452
H 1.42 1.13 1.85 0.486
O 2.19 0.78 2.39 -0.967
H 0.72 0.46 -1.94 0.456
H 0.96 1.94 -2.01 0.465
O 1.22 1.12 -2.54 -0.919
```

Results
net charge	0
E_LUMO (alpha / beta)	0.4 / -4.3	eV
relative energy (zero: lowest compared OMol25 entry of this formula, charge and spin)	43.86	kcal/mol
highest occupied orbital energy (alpha / beta)	-10.310 / -10.235	eV
molar mass	124.116	Da
2S+1	2
⟨S²⟩	0.757